Below is a structure of composition C34H70BN2O53PS15 at a distorted geometry, with properties calculated with wB97M-V/def2-TZVPD.

The geometry in XYZ format:
```
176
Properties=species:S:1:pos:R:3
N 2.77295 7.84039 6.64655
P 1.80345 6.91332 5.72585
B 2.40393 5.10354 5.99784
C 3.99683 4.89587 6.39165
C 4.52549 3.45248 5.87284
C 4.68073 3.38110 4.22887
S 3.78936 1.92093 3.49447
C 5.02335 0.62827 2.87936
S 6.54609 0.60123 3.59428
N 4.50803 -0.28392 1.82217
C 3.72495 -1.42412 2.40068
C 4.65158 -2.51186 3.20857
O 5.94946 -2.74153 2.57253
C 5.94296 -2.37571 1.16221
C 5.57640 -0.78765 0.89925
H 2.20555 8.39095 7.32285
H 0.42463 7.12840 6.13813
H 2.00554 7.23505 4.32466
H 1.64511 4.21660 5.84403
H 4.64560 5.79868 6.02063
H 4.04631 4.87294 7.56370
H 5.56024 3.19072 6.31173
H 3.70356 2.66299 6.14185
H 5.80803 3.37947 3.97067
H 4.20221 4.33593 3.73896
H 2.90833 -1.02256 3.11563
H 3.20676 -2.00515 1.53238
H 4.07085 -3.51798 3.37100
H 4.87851 -2.01576 4.24924
H 5.20614 -3.09355 0.60223
H 6.99966 -2.58926 0.70594
H 5.10727 -0.77610 -0.17760
H 6.52113 -0.13111 0.83566
C 0.39108 1.67043 1.93199
C -0.41864 0.43566 1.56201
O -1.34696 0.26437 2.63262
S -1.74186 1.72646 3.22744
O -2.98508 2.13601 2.63131
O -1.52461 1.71253 4.64649
O -0.54088 2.57226 2.52875
H 1.15662 1.42999 2.67473
H 0.86234 2.13084 1.06148
H 0.20509 -0.45188 1.44813
H -0.98914 0.59915 0.64279
C 0.55570 -3.28825 -2.80726
C 0.26037 -3.64896 -1.35738
O 1.20668 -2.90708 -0.59003
S 1.52501 -1.50657 -1.35532
O 0.71064 -0.47752 -0.76594
O 2.94807 -1.38564 -1.50555
O 0.88303 -1.89870 -2.79468
H 1.42413 -3.83928 -3.18209
H -0.29939 -3.47200 -3.45971
H 0.36198 -4.71838 -1.16526
H -0.74232 -3.32107 -1.06609
C -4.38217 -5.78889 -0.91464
C -4.43261 -4.45468 -0.18209
O -3.63000 -3.57118 -0.96447
S -3.74870 -3.99414 -2.53037
O -4.73300 -3.14703 -3.15206
O -2.42299 -4.16758 -3.05597
O -4.41270 -5.46026 -2.30352
H -3.44560 -6.31647 -0.70997
H -5.22489 -6.43313 -0.65675
H -4.04828 -4.52434 0.83675
H -5.45119 -4.05507 -0.15963
C 3.72127 -1.41545 -7.10417
C 2.91070 -2.65004 -7.47458
O 1.98031 -2.81952 -6.40477
S 1.58554 -1.35794 -5.80933
O 0.34332 -0.94892 -6.40795
O 1.79883 -1.37444 -4.38658
O 2.78722 -0.51331 -6.50776
H 4.48676 -1.65489 -6.35929
H 4.19482 -0.95479 -7.97684
H 3.53383 -3.53855 -7.58752
H 2.34098 -2.48625 -8.39474
C 0.57529 12.44645 4.03793
C 0.94848 11.48716 2.91519
O 1.31267 10.27300 3.56948
S 0.43144 10.11807 4.92794
O -0.68744 9.26228 4.64208
O 1.32750 9.89270 6.02685
O -0.10805 11.65052 5.00533
H 1.46801 12.86611 4.51132
H -0.06651 13.25846 3.69049
H 1.77416 11.85962 2.30680
H 0.08785 11.27913 2.27173
C -1.54139 -4.20179 3.79849
C -0.17313 -4.30078 4.46188
O 0.26617 -2.95192 4.60985
S -1.02984 -1.99410 4.84984
O -1.17132 -1.77482 6.26364
O -0.98813 -0.91420 3.88414
O -2.16760 -3.06152 4.38604
H -1.44627 -4.02174 2.72294
H -2.14574 -5.09597 3.96452
H 0.53829 -4.87454 3.86560
H -0.24989 -4.74261 5.46017
C 6.07530 -5.45719 7.01070
C 5.94147 -4.62585 5.74214
O 5.24119 -5.46228 4.82115
S 4.21639 -6.41671 5.64746
O 2.91086 -5.81438 5.60845
O 4.45815 -7.77963 5.26594
O 4.84328 -6.17271 7.12668
H 6.88364 -6.18512 6.92171
H 6.24121 -4.83773 7.89433
H 6.90825 -4.32993 5.33514
H 5.33264 -3.73335 5.91800
C 6.45645 2.37522 -9.96107
C 6.83383 1.42052 -11.08598
O 7.20312 0.20605 -10.43406
S 6.32268 0.04495 -9.07694
O 5.20527 -0.81590 -9.36436
O 7.21780 -0.18095 -7.97886
O 5.77632 1.57310 -8.99548
H 7.34706 2.79764 -9.48641
H 5.81115 3.18519 -10.30647
H 7.65788 1.79790 -11.69339
H 5.97422 1.21030 -11.72999
C -5.75196 0.03548 -1.94479
C -6.47986 0.66856 -3.12202
O -7.85825 0.34110 -2.92921
S -8.16102 0.26438 -1.33237
O -8.72560 1.52261 -0.92020
O -8.77936 -0.99817 -1.04675
O -6.61722 0.21107 -0.82342
H -5.60881 -1.03814 -2.10073
H -4.78486 0.50623 -1.75674
H -6.12463 0.29060 -4.08209
H -6.38592 1.75868 -3.10306
C -3.14903 1.22219 -7.84212
C -3.95979 -0.01204 -8.21450
O -4.89168 -0.18020 -7.14717
S -5.28650 1.28120 -6.55362
O -6.52565 1.69072 -7.15345
O -5.07416 1.26574 -5.13246
O -4.08297 2.12446 -7.24856
H -2.38563 0.98232 -7.09591
H -2.67454 1.68188 -8.71125
H -3.33693 -0.90093 -8.32597
H -4.52751 0.15189 -9.13581
C 9.89835 -6.31260 3.12619
C 10.87348 -5.18215 3.42768
O 10.48756 -4.69132 4.71060
S 9.89340 -5.92213 5.59137
O 10.94109 -6.41370 6.44180
O 8.59885 -5.54200 6.08650
O 9.69196 -6.97774 4.37236
H 8.93491 -5.92207 2.78483
H 10.29107 -7.00907 2.38287
H 10.83172 -4.38660 2.68211
H 11.89944 -5.55567 3.50353
C -9.41701 4.67244 1.38786
C -10.22590 3.43631 1.01836
O -11.15488 3.26637 2.08905
S -11.55074 4.72721 2.68304
O -12.79308 5.13432 2.08560
O -11.33495 4.71385 4.10233
O -10.35116 5.57304 1.98385
H -8.65086 4.43474 2.13191
H -8.94612 5.13263 0.51708
H -9.60172 2.54938 0.90523
H -10.79650 3.59875 0.09869
C -12.44615 0.06038 -5.14364
C -12.26099 -1.38830 -5.57818
O -10.93169 -1.72659 -5.18770
S -10.55139 -0.90446 -3.83427
O -10.76974 -1.76883 -2.70922
O -9.31309 -0.20590 -4.05858
O -11.77088 0.17054 -3.89122
H -11.96975 0.74784 -5.84915
H -13.49927 0.32645 -5.03319
H -12.39196 -1.52033 -6.65343
H -12.94910 -2.05114 -5.04406
```

Strongest force on any atom, eV/A: 9.05
Frontier orbital gap, eV: 7.014

Below is a structure of composition C21H44N9O6Sr at a distorted geometry, with properties calculated with wB97M-V/def2-TZVPD.

The geometry in XYZ format:
```
81
Properties=species:S:1:pos:R:3
Sr -0.67915 0.77029 2.78365
C 4.95508 1.06847 -0.88260
C 3.64083 0.30059 -0.78088
C 3.68701 -0.74464 0.32940
C 2.74896 -1.94528 0.15656
C 2.66487 -2.75402 1.43746
C 3.22751 -2.80894 -1.00955
N 1.30988 -1.42096 -0.11438
C 0.47204 -2.23634 -1.06585
C -0.98603 -2.37836 -0.66390
N -1.78435 -1.17598 -0.79587
C -2.86043 -1.13618 0.18882
C -2.75468 -0.05048 1.23820
O -3.33805 -0.17843 2.33450
O -1.99084 0.93898 0.98313
C -2.33196 -0.88058 -2.15330
C -1.49768 -1.32904 -3.34350
C -2.72734 0.59395 -2.25787
C -1.65427 1.68107 -2.51144
C -2.21588 2.98743 -1.94062
C -1.40625 1.86841 -4.01559
N -0.37193 1.29625 -1.85882
C 0.62980 2.36429 -1.85341
C 2.04303 1.81498 -1.85976
N 2.43112 1.14201 -0.61376
C 2.51712 2.06977 0.51917
C 1.50480 1.77846 1.60517
O 0.73505 2.66299 2.03965
O 1.50375 0.55092 2.01418
H 5.75020 0.40082 -1.21578
H 5.27478 1.47737 0.07660
H 4.89174 1.88714 -1.59739
H 3.49104 -0.20682 -1.73867
H 3.49674 -0.25983 1.28753
H 4.69012 -1.17367 0.38693
H 3.63826 -3.19420 1.65322
H 1.94394 -3.56883 1.34448
H 2.37913 -2.11996 2.27746
H 4.30065 -2.95210 -0.89212
H 3.06147 -2.34839 -1.98196
H 2.77445 -3.79859 -1.02001
H 0.85622 -1.34341 0.79829
H 1.40208 -0.42354 -0.43071
H 0.92450 -3.22322 -1.11418
H 0.59065 -1.76361 -2.03201
H -1.01890 -2.69582 0.38272
H -1.38308 -3.23482 -1.23463
H -2.96095 -2.08812 0.71934
H -3.82832 -0.98071 -0.30110
H -3.27265 -1.45282 -2.23829
H -0.55291 -0.80072 -3.42927
H -2.06859 -1.11210 -4.24718
H -1.31230 -2.40368 -3.35079
H -3.27126 0.87387 -1.35540
H -3.46040 0.67211 -3.06585
H -3.20401 3.19574 -2.35750
H -1.58212 3.83988 -2.18696
H -2.31709 2.92382 -0.85643
H -2.33898 1.79464 -4.57557
H -0.71910 1.12004 -4.40407
H -0.98801 2.84952 -4.23946
H -0.59678 1.01872 -0.90634
H 0.47848 3.08197 -1.03581
H 0.53472 2.94708 -2.76983
H 2.75668 2.61106 -2.11562
H 2.08171 1.06433 -2.65391
H 2.40555 3.10257 0.18102
H 3.49759 1.99977 0.99596
N -2.22317 2.10853 4.49195
N -2.93174 1.16569 5.26510
C -2.72505 -0.17824 5.09220
N -3.63757 -1.02620 5.53359
N -1.52225 -0.54409 4.58639
N -1.45456 -1.75283 3.84208
O -0.59936 -1.68052 2.91879
O -2.11947 -2.71022 4.05323
H -1.89154 2.84105 5.10826
H -2.81454 2.50643 3.76150
H -3.83763 1.43434 5.62199
H -4.58094 -0.72300 5.71385
H -3.47947 -2.00603 5.34553
```

Charge: +1
Strongest force on any atom, eV/A: 2.17
Energy relative to the best compared isomer or geometry (same formula, charge and spin), kcal per mole: 15.8
Frontier orbital gap, eV: 7.717

Below is a cluster of 3 separate species, C19H27BN2O8S in total at a distorted geometry, with properties calculated with wB97M-V/def2-TZVPD.

The geometry in XYZ format:
```
58
Properties=species:S:1:pos:R:3
C -4.61810 2.00346 -6.02849
N -3.18332 1.76660 -6.25300
C -2.87280 1.33057 -7.61789
B -2.50537 1.08045 -5.22626
O -1.45133 0.23914 -5.48460
O -2.94568 1.34445 -3.89894
S -3.08822 0.17661 -2.79820
O -3.77130 -0.90836 -3.45281
O -1.53731 -0.29938 -2.69825
C -0.88873 0.02109 -1.45257
C -0.71967 1.50616 -1.19992
C -0.10289 2.24173 -2.38807
C 0.51066 3.61243 -2.06024
C -0.40546 4.79824 -2.34234
N -1.67487 4.75774 -1.60780
H -4.75691 2.81894 -5.32093
H -5.07665 2.31480 -6.96620
H -5.13987 1.11497 -5.66856
H -3.43685 1.94043 -8.32307
H -1.81765 1.49733 -7.82282
H -3.09931 0.27514 -7.78471
H -0.65957 0.47988 -4.99827
H 0.09702 -0.43950 -1.52229
H -1.41268 -0.46445 -0.62425
H -1.69452 1.91776 -0.91892
H -0.07618 1.62737 -0.32705
H -0.82947 2.36838 -3.19478
H 0.68550 1.59401 -2.78716
H 0.82195 3.64499 -1.01215
H 1.40006 3.75950 -2.67613
H 0.13034 5.70722 -2.05452
H -0.59565 4.85318 -3.41838
H -2.47258 4.87683 -2.21369
H -1.79418 3.89705 -1.09631
C 0.76806 -2.37270 2.73584
C 0.63356 -1.23099 2.06789
C 1.80104 -0.57218 1.42771
O 1.67543 0.46843 0.81696
C 3.12335 -1.23180 1.56151
C 3.25881 -2.37363 2.22959
C 2.09186 -3.03292 2.86706
O 2.21704 -4.07365 3.47782
H -0.06550 -2.87395 3.21125
H -0.31907 -0.72795 1.95845
H 3.95691 -0.72884 1.08846
H 4.21118 -2.87405 2.34759
C 3.29877 -3.87161 9.51456
C 4.16470 -3.27729 8.69893
C 3.90203 -3.17829 7.24033
O 4.68913 -2.63342 6.49560
C 2.64018 -3.76726 6.72614
C 1.77423 -4.36063 7.54297
C 2.03348 -4.45964 9.00158
O 1.24521 -4.99774 9.74802
H 3.46439 -3.95760 10.58094
H 5.09159 -2.84014 9.04790
H 2.47682 -3.68799 5.66006
H 0.84840 -4.79889 7.19239
```

Strongest force on any atom, eV/A: 1.22
Frontier orbital gap, eV: 7.156

Below is the molecule C5H7F, with properties calculated with wB97M-V/def2-TZVPD.

The geometry in XYZ format:
```
13
Properties=species:S:1:pos:R:3
C -1.14696 1.48709 0.21956
C -1.46735 0.27605 -0.23216
C -0.68488 -0.95573 0.00248
F -1.50888 -2.02211 0.12120
C 0.62434 -1.13578 0.08048
C 1.68831 -0.09877 -0.08905
H -1.77262 2.33712 -0.01474
H -0.26200 1.65529 0.84597
H -2.35722 0.11897 -0.81179
H 0.95801 -2.17484 0.25313
H 1.30021 0.76099 -0.63855
H 2.09140 0.26422 0.89419
H 2.53764 -0.51249 -0.63071
```

Strongest force on any atom, eV/A: 0.93
Energy relative to the best compared isomer or geometry (same formula, charge and spin), kcal per mole: 11.5
Frontier orbital gap, eV: 10.086
SMILES: C=C/C(F)=C\C

> strongest force on any atom of number 4 (C5H7F)?

0.93 eV/A